Formula: C8H8Cl2CuN5S2
Source: the Open Molecules 2025 dataset
Level of theory: ωB97M-V/def2-TZVPD

Last column: natural (NBO) charge in e.
Atoms and positions in Å:
Cu 1.549 -1.002 -1.394  0.70
N 0.067 -2.030 2.616  -0.63
N -0.532 -1.836 1.370  -0.49
C -1.566 -2.569 0.931  0.33
N -1.866 -2.294 -0.350  -0.83
S -2.425 -3.718 1.838  -0.46
H 0.056 -1.146 3.111  0.34
H 1.038 -2.283 2.464  0.34
H -0.138 -1.152 0.700  0.44
H -1.402 -1.471 -0.786  0.46
H -2.753 -2.628 -0.674  0.39
Cl -2.835 0.905 -1.035  -0.09
C -1.417 1.830 -0.552  -0.13
C -1.624 3.143 -0.211  -0.22
C -0.559 3.966 0.162  -0.38
C 0.713 3.397 0.165  -0.23
C 0.907 2.081 -0.184  -0.14
Cl 2.564 1.492 -0.133  -0.08
C -0.133 1.132 -0.576  0.16
N -0.003 -0.124 -0.885  -1.15
H -2.636 3.530 -0.242  0.20
H -0.714 5.002 0.435  0.18
H 1.577 3.988 0.445  0.20
S 5.207 -3.538 -2.866  -0.41
C 3.918 -2.651 -2.355  0.17
N 3.007 -2.024 -1.993  -0.66

Properties
energy relative to the best compared isomer or geometry (same formula, charge and spin)	0.000	eV
charge	-2
Kohn-Sham gap	5.3	eV
E	-3940.744019	hartree